Entry 1:
{"formula": "C4H5NO3", "method": "ωB97M-V/def2-TZVPD", "elements": ["O", "O", "O", "N", "C", "C", "C", "C", "H", "H", "H", "H", "H"], "coordinates": [[1.928026, -0.596003, 0.428939], [-2.088265, -1.798159, -0.354074], [-0.049402, -0.499083, 1.718859], [0.531451, 1.364189, 0.394198], [0.640025, -0.041418, 0.586309], [0.119578, 0.651911, -0.788210], [-1.287747, 0.440814, -1.061687], [-1.736153, -0.713221, -0.640020], [-0.555665, -1.301634, 1.511625], [2.134760, -1.118934, 1.220899], [1.456430, 1.783794, 0.322840], [-1.872843, 1.099729, -1.690740], [0.779805, 0.728013, -1.648938]], "forces_ev_per_angstrom": [[-0.479, -0.199, 0.499], [0.452, 1.444, 0.077], [0.094, -0.274, -1.292], [0.452, 0.667, 1.192], [0.510, 1.317, -1.449], [1.085, -1.670, 1.905], [-0.908, 0.300, -0.404], [-0.947, -1.474, -0.536], [0.236, 0.139, 0.045], [-0.155, 0.328, -0.202], [-0.239, 0.017, -0.182], [-0.233, -0.120, 0.206], [0.132, -0.476, 0.141]], "lowdin_charge": [0.03, 0.17, 0.07, 0.10, -0.53, -0.20, -0.06, -0.17, 0.10, 0.11, 0.12, 0.12, 0.14], "de_lowest_kcal_mol": 73.58, "orbital_gap_ev": 9.7, "multiplicity": 1, "homo_ev": -9.03}



Entry 2:
{"formula": "C4H5NO3", "method": "ωB97M-V/def2-TZVPD", "elements": ["O", "O", "O", "N", "C", "C", "C", "C", "H", "H", "H", "H", "H"], "coordinates": [[-1.286152, 0.989132, -0.671377], [2.208733, -0.496775, -0.173090], [0.994483, 0.134661, -1.996779], [-0.488275, -2.117559, 0.378461], [-0.398816, 0.526172, 0.257822], [-0.012354, -1.204575, -0.259940], [1.129629, -0.391668, -0.733438], [-0.155612, 1.007652, 1.466446], [-0.742488, 1.810438, 1.895704], [0.112340, 0.526145, -2.114611], [-1.820894, 1.706179, -0.302705], [0.655039, 0.584869, 2.037842], [-0.195634, -3.074670, 0.215665]], "forces_ev_per_angstrom": [[-0.290, 0.144, 0.137], [-1.183, 0.876, -0.323], [-0.023, 0.615, 0.767], [-1.348, -0.731, 0.596], [-1.591, -1.567, 0.394], [2.039, 4.389, 1.009], [1.763, -3.531, -1.835], [0.062, -0.207, -0.345], [0.193, 0.262, -0.095], [0.081, -0.170, 0.020], [0.101, 0.066, -0.103], [-0.083, -0.166, 0.178], [0.280, 0.021, -0.399]], "lowdin_charge": [0.02, 0.10, 0.10, 0.21, -0.31, -0.10, -0.58, 0.09, 0.07, 0.10, 0.12, 0.08, 0.09], "de_lowest_kcal_mol": 101.96, "orbital_gap_ev": 9.2, "multiplicity": 1, "homo_ev": -9.19}



Entry 3:
{"formula": "C4H5NO3", "method": "ωB97M-V/def2-TZVPD", "elements": ["O", "O", "O", "N", "C", "C", "C", "C", "H", "H", "H", "H", "H"], "coordinates": [[-0.258504, -1.089784, -0.177476], [-1.460027, 2.206068, -0.036460], [-2.210429, 0.067886, 0.004546], [2.407797, 0.038317, 0.097676], [1.250775, 0.762386, -0.006629], [-1.678603, -1.226913, 0.090149], [-1.212628, 1.019738, -0.030637], [0.012380, 0.243187, -0.068588], [2.379668, -0.895174, -0.345394], [3.321215, 0.513214, 0.019453], [1.363151, 1.853811, 0.032974], [-1.812730, -1.631106, 1.090901], [-2.102070, -1.861634, -0.670520]], "forces_ev_per_angstrom": [[-0.605, -0.539, 0.208], [0.520, -1.467, 0.057], [-0.579, 0.238, 0.023], [0.883, -0.918, -0.779], [-0.065, 0.681, 0.264], [1.204, 0.543, -0.113], [-0.712, 0.854, -0.127], [0.992, 0.901, -0.091], [0.160, 0.884, 0.625], [-1.203, -0.406, -0.059], [-0.312, -0.539, 0.071], [-0.075, -0.035, 0.135], [-0.208, -0.196, -0.214]], "lowdin_charge": [0.00, 0.12, 0.06, 0.07, -0.11, -0.13, -0.41, -0.24, 0.11, 0.11, 0.14, 0.14, 0.13], "de_lowest_kcal_mol": 23.62, "orbital_gap_ev": 9.0, "multiplicity": 1, "homo_ev": -8.24}



Entry 4:
{"formula": "C4H5NO3", "method": "ωB97M-V/def2-TZVPD", "elements": ["O", "O", "O", "N", "C", "C", "C", "C", "H", "H", "H", "H", "H"], "coordinates": [[0.519927, -0.124650, 2.370370], [-0.343606, 1.684829, -0.135539], [-0.291858, -0.431119, -1.147053], [0.393599, -1.758309, 0.384683], [-0.253124, 1.877213, -1.616890], [-0.073599, -1.657162, -0.769290], [0.366812, -0.508830, 1.028373], [-0.194820, 0.365154, 0.076295], [-0.033328, -0.814418, 3.151392], [0.117363, -2.490094, -1.369443], [0.021687, 3.007977, -1.556772], [0.402634, 1.252026, -2.143933], [-1.410875, 1.861928, -1.787178]], "forces_ev_per_angstrom": [[-1.777, -3.697, 1.883], [1.030, -2.131, -0.612], [-1.513, 2.147, 0.904], [0.756, -0.410, 5.157], [-3.850, 5.429, 2.716], [1.718, -0.202, 0.309], [-2.614, 1.459, -1.099], [1.619, -1.792, -0.680], [2.434, 2.832, -4.114], [-0.665, -0.684, -1.861], [-0.182, -2.037, -0.972], [0.608, -0.590, -0.525], [2.436, -0.326, -1.105]], "lowdin_charge": [-0.05, -0.05, 0.02, 0.12, -0.01, -0.27, -0.28, -0.19, 0.25, 0.12, 0.12, 0.07, 0.13], "de_lowest_kcal_mol": 103.90, "orbital_gap_ev": 8.8, "multiplicity": 1, "homo_ev": -8.29}



Entry 5:
{"formula": "C4H5NO3", "method": "ωB97M-V/def2-TZVPD", "elements": ["O", "O", "O", "N", "C", "C", "C", "C", "H", "H", "H", "H", "H"], "coordinates": [[2.252805, -0.706815, 1.089961], [1.082225, 2.606925, 0.241440], [3.616638, -0.470516, -0.556205], [2.547608, -0.300479, -0.000645], [-0.326192, 0.583758, 0.787444], [-0.010497, -0.511854, -0.248269], [1.357932, 0.196946, -0.674911], [0.773590, 1.451504, 0.165386], [0.319137, -1.402991, 0.197207], [-0.070041, 0.390070, 1.750782], [-1.283338, 1.048245, 0.692803], [1.399088, 0.458288, -1.782289], [-0.627687, -0.662106, -1.082806]], "forces_ev_per_angstrom": [[0.745, -0.199, 2.092], [-0.243, -1.245, -0.314], [-0.436, 0.821, 0.106], [-0.075, -1.691, -1.592], [-0.253, 1.347, -3.735], [2.879, 0.805, 0.907], [-2.355, 2.748, -2.003], [0.526, 0.232, 0.331], [-0.342, -1.535, 0.538], [0.536, -0.923, 2.832], [-0.766, 0.259, 0.235], [0.826, -0.622, 1.488], [-1.042, 0.003, -0.885]], "lowdin_charge": [0.09, 0.14, 0.10, -0.38, -0.06, -0.07, -0.09, -0.30, 0.09, 0.09, 0.11, 0.18, 0.10], "de_lowest_kcal_mol": 111.81, "orbital_gap_ev": 10.1, "multiplicity": 1, "homo_ev": -10.25}



Entry 6:
{"formula": "C4H5NO3", "method": "ωB97M-V/def2-TZVPD", "elements": ["O", "O", "O", "N", "C", "C", "C", "C", "H", "H", "H", "H", "H"], "coordinates": [[-0.643558, 1.113897, -0.258015], [2.697755, -1.062094, -0.265745], [1.614552, 0.864181, -0.268984], [-1.939575, -0.875108, -0.243344], [0.424847, -1.061904, 0.340791], [-0.720210, -0.315475, 0.039522], [1.673964, -0.507120, -0.045324], [0.538072, 1.607540, 0.130804], [0.636351, 1.854659, 1.131509], [0.358098, -2.081537, 0.338547], [0.462629, 2.666096, -0.333764], [-2.880930, -0.317333, -0.189456], [-2.222000, -1.885806, -0.376539]], "forces_ev_per_angstrom": [[-3.082, -5.284, 0.484], [0.903, -0.670, -0.074], [1.420, 0.114, -0.981], [-3.528, 0.767, 0.089], [-2.319, 3.208, -0.735], [0.581, 0.197, -0.959], [-0.356, 1.657, 0.081], [1.072, 3.495, -1.524], [-0.253, -0.284, 2.656], [-0.310, -2.444, 0.433], [1.118, -1.599, 0.112], [3.049, -0.887, -0.069], [1.704, 1.730, 0.488]], "lowdin_charge": [0.03, 0.13, 0.05, 0.11, 0.05, -0.25, -0.50, -0.30, 0.11, 0.09, 0.17, 0.16, 0.14], "de_lowest_kcal_mol": 43.65, "orbital_gap_ev": 9.6, "multiplicity": 1, "homo_ev": -9.13}



Entry 7:
{"formula": "C4H5NO3", "method": "ωB97M-V/def2-TZVPD", "elements": ["O", "O", "O", "N", "C", "C", "C", "C", "H", "H", "H", "H", "H"], "coordinates": [[-2.773907, 1.442453, -0.776420], [1.932967, 2.222019, -0.166851], [-2.811993, 0.237518, 1.006804], [-2.319737, 0.661380, 0.004725], [0.287063, 0.700560, 0.515004], [-0.976605, 0.052368, -0.315924], [1.333827, 1.186306, -0.302066], [-0.247796, -0.748189, 0.749982], [-0.163260, 1.243633, 1.287812], [1.597769, 0.578097, -1.109923], [-0.637053, -1.087997, 1.713785], [0.394456, -1.469646, 0.255626], [-1.052960, -0.149685, -1.429167]], "forces_ev_per_angstrom": [[-1.725, 2.680, -2.191], [0.788, 2.292, 0.797], [-2.258, -1.543, 4.589], [6.187, -1.859, -2.840], [-1.557, -1.834, 1.107], [-3.638, -0.187, -0.014], [-0.658, -1.057, 0.119], [1.404, 0.771, -2.240], [0.156, 1.637, 0.925], [0.608, -1.454, -1.529], [-0.143, 0.721, -0.497], [-0.116, -0.272, 0.174], [0.952, 0.104, 1.599]], "lowdin_spin": [0.22, 0.47, 0.46, 0.24, 0.16, 0.18, 0.18, 0.04, 0.00, 0.02, 0.00, 0.00, 0.00], "de_lowest_kcal_mol": 150.54, "orbital_gap_ev": [5.6, 4.3], "multiplicity": 3, "homo_ev": [-5.86, -9.29]}



Entry 8:
{"formula": "C4H5NO4", "method": "ωB97M-V/def2-TZVPD", "elements": ["O", "O", "O", "O", "N", "C", "C", "C", "C", "H", "H", "H", "H", "H"], "coordinates": [[-2.006123, 1.322029, -2.409180], [1.278923, -0.518691, 1.873549], [-0.590767, -0.918891, -0.116208], [2.143831, -2.487767, 1.301668], [-1.570440, 2.215250, -1.477626], [2.321334, -1.350100, 1.633112], [-1.051598, 0.122214, -0.824465], [-1.673814, 0.074643, -2.036657], [-1.016123, 1.515520, -0.520815], [1.552614, 0.303147, 2.302322], [-0.576361, 2.015565, 0.340613], [-0.090259, -0.631689, 0.684646], [-2.021884, -0.739887, -2.663732], [3.300666, -0.921346, 1.912774]], "forces_ev_per_angstrom": [[0.046, 0.098, -0.228], [-0.204, 0.324, 0.047], [0.379, -0.131, 0.781], [0.243, 1.284, -0.060], [0.050, 0.136, 0.387], [0.102, -1.468, 0.669], [-0.140, 0.339, -0.417], [-0.131, -0.322, 0.551], [0.097, -0.106, -0.268], [0.162, -0.068, -0.132], [-0.214, -0.101, -0.275], [-0.507, -0.277, -0.863], [0.239, 0.277, 0.144], [-0.121, 0.014, -0.336]], "lowdin_charge": [-0.05, 0.04, 0.05, 0.11, 0.05, -0.35, -0.32, -0.05, -0.08, 0.12, 0.12, 0.07, 0.14, 0.15], "de_lowest_kcal_mol": 57.75, "orbital_gap_ev": 8.8, "multiplicity": 1, "homo_ev": -8.84}



Entry 9:
{"formula": "C4H5NOS", "method": "ωB97M-V/def2-TZVPD", "elements": ["S", "O", "N", "C", "C", "C", "C", "H", "H", "H", "H", "H"], "coordinates": [[0.917248, 1.891587, 0.455202], [1.683846, -0.975790, 0.239351], [-1.782603, -2.069560, -0.667465], [-1.392953, -1.158945, -0.120381], [1.127859, -0.330397, -0.661958], [-0.009111, 0.556453, -0.395689], [-1.039626, -0.014566, 0.604393], [1.590580, -0.258700, -1.663425], [-0.480367, -0.380262, 1.465864], [-1.780762, 0.716659, 0.924359], [-0.475202, 0.894122, -1.366831], [1.641095, 1.129395, 1.186577]], "forces_ev_per_angstrom": [[-1.134, 2.381, -1.503], [-1.375, 0.808, -2.029], [-0.373, -1.825, -1.352], [-2.198, -0.426, 0.802], [2.599, -1.937, 1.459], [-0.613, 1.616, 0.566], [2.158, 0.852, -0.076], [-0.184, -0.173, 0.095], [0.021, 0.300, 0.207], [-0.218, -0.364, -0.377], [0.490, -0.013, 1.238], [0.828, -1.218, 0.970]], "lowdin_charge": [0.83, 0.00, 0.19, -0.29, -0.34, -0.61, -0.19, 0.14, 0.13, 0.13, 0.14, -0.14], "de_lowest_kcal_mol": 38.46, "orbital_gap_ev": 10.1, "multiplicity": 1, "homo_ev": -10.01}



Entry 10:
{"formula": "C4H5NOS", "method": "ωB97M-V/def2-TZVPD", "elements": ["S", "O", "N", "C", "C", "C", "C", "H", "H", "H", "H", "H"], "coordinates": [[-0.423899, -1.889187, -1.090960], [-0.611549, -1.985789, -2.590277], [-2.046020, -0.659365, 1.566388], [1.845074, 0.100706, -0.493649], [-0.777380, -0.164744, -0.564168], [-1.315239, 0.095037, 0.886194], [0.634673, -0.395492, -0.626094], [-1.428186, 0.561336, -1.141171], [-0.983297, 1.003189, 1.290023], [2.787161, -0.597389, -0.685337], [2.000630, 1.051503, -0.225596], [-2.598169, -1.460885, 1.199554]], "forces_ev_per_angstrom": [[0.310, 1.175, -1.719], [0.364, -0.071, 1.852], [-1.430, 0.360, 0.800], [1.406, -5.548, -1.444], [-2.100, 1.728, 1.760], [-0.275, -3.030, -1.751], [-0.287, -0.502, -0.974], [1.332, -1.123, -0.420], [0.760, 1.291, 0.796], [-2.148, 1.664, 0.492], [0.615, 3.523, 0.918], [1.452, 0.535, -0.310]], "lowdin_charge": [1.00, -0.57, 0.10, 0.05, -0.41, -0.24, -0.40, 0.16, 0.09, 0.12, 0.02, 0.07], "de_lowest_kcal_mol": 99.81, "orbital_gap_ev": 9.8, "multiplicity": 1, "homo_ev": -9.52}



Entry 11:
{"formula": "C4H5NOS", "method": "ωB97M-V/def2-TZVPD", "elements": ["S", "O", "N", "C", "C", "C", "C", "H", "H", "H", "H", "H"], "coordinates": [[-2.849198, 0.523872, -0.113420], [2.834041, 0.354750, -0.120151], [-0.514238, -0.787053, 0.001105], [0.223985, 1.556363, 0.049480], [1.842601, -0.317852, -0.065890], [0.467206, 0.217726, 0.023863], [-1.834468, -0.746440, 0.037812], [-0.814734, 1.922642, 0.164000], [1.928564, -1.452550, -0.161086], [-0.104476, -1.759995, 0.032084], [1.053015, 2.264653, 0.067522], [-2.232294, -1.776116, 0.084684]], "forces_ev_per_angstrom": [[-0.055, -0.048, 0.211], [-0.031, 0.006, 0.176], [2.177, -1.817, 0.422], [-0.496, -0.850, 0.517], [0.445, -0.665, -0.516], [-0.704, 1.651, -0.228], [-1.326, -0.478, -0.469], [0.983, -0.251, -0.304], [-0.167, 0.736, 0.219], [-0.697, 1.627, -0.010], [-0.131, -0.408, -0.080], [0.001, 0.498, 0.062]], "lowdin_charge": [0.65, 0.07, -0.04, 0.11, -0.24, -0.28, -0.72, 0.00, 0.13, 0.16, 0.08, 0.07], "de_lowest_kcal_mol": 33.06, "orbital_gap_ev": 8.2, "multiplicity": 1, "homo_ev": -8.74}



Entry 12:
{"formula": "C4H5NOS2", "method": "ωB97M-V/def2-TZVPD", "elements": ["S", "S", "O", "N", "C", "C", "C", "C", "H", "H", "H", "H", "H"], "coordinates": [[2.851377, -2.099882, -0.416452], [1.131608, -0.973452, 1.691148], [-0.382350, 1.097293, -1.482806], [0.512683, -1.065855, -0.957639], [-1.179044, 1.260328, 1.514220], [-0.551956, -0.068449, -0.689922], [-0.578300, 0.368263, 0.776740], [1.488427, -1.303320, 0.001601], [-2.000217, 1.910501, 1.295015], [0.769152, -1.027413, -1.894164], [-1.496065, -0.528809, -0.963681], [0.628719, 1.360461, -1.466551], [-1.194033, 1.070334, 2.592491]], "forces_ev_per_angstrom": [[0.516, -0.005, 0.022], [-2.698, 2.065, -2.420], [2.635, 0.298, -0.280], [-1.307, 1.716, 3.539], [-0.726, -1.309, 1.502], [1.197, 0.394, 0.540], [2.361, -2.298, 0.453], [-0.356, -0.791, -0.424], [-0.110, 0.406, -1.076], [0.922, -0.438, -1.808], [-0.285, 0.285, -0.052], [-2.984, -0.757, 0.158], [0.836, 0.435, -0.154]], "lowdin_charge": [0.58, 0.79, -0.04, -0.03, 0.00, -0.39, -0.16, -1.30, 0.07, 0.09, 0.15, 0.17, 0.07], "de_lowest_kcal_mol": 64.89, "orbital_gap_ev": 7.7, "multiplicity": 1, "homo_ev": -8.44}